Record 1
A cluster of 5 separate species, C39H74BrN3O6S2 in total. Source: the OMol25 dataset; level of theory: wB97M-V/def2-TZVPD.

Cartesian coordinates (Å):
C 0.37813 -4.53854 -3.16322
C -0.50910 -3.66839 -4.08227
C -0.44772 -2.19165 -3.68859
C 0.94563 -1.59144 -3.95983
C 0.93321 -0.11885 -4.41908
C 1.56261 0.85889 -3.40906
C 0.55847 1.52907 -2.46182
C 1.22948 2.10817 -1.20922
N 0.93939 1.38116 0.08578
C 1.49958 2.22413 1.17250
C 1.50134 1.59453 2.55255
C 0.14360 1.60277 3.26502
C -0.81594 0.48699 2.77493
C -2.15490 0.94768 2.19368
C -2.13019 2.23898 1.37662
C -3.34484 2.35610 0.44696
C -2.98208 2.12320 -1.04585
C 1.55096 0.11422 0.00815
S 0.65230 -1.19125 -0.32942
S 3.31310 -0.00802 0.20947
C 3.54160 -1.70172 0.78891
C 3.83314 -2.70153 -0.32102
C 4.46446 -3.99381 0.20795
C 3.44381 -5.03541 0.74295
C 4.14944 -6.37836 0.41768
O 4.17833 -6.95592 -0.65358
N 4.81232 -6.82140 1.65265
C 3.76622 -6.51287 2.59082
Br 2.28194 -7.78184 2.14717
C 3.24377 -5.02404 2.26237
N 1.90130 -4.88520 2.83058
C 2.04725 -4.42912 4.22066
C 1.07478 -3.93728 2.12363
C 0.30277 -4.42876 0.93286
O 0.94640 -2.77283 2.51507
H -0.20968 -5.33547 -2.73243
H 0.77071 -3.92030 -2.35962
H 1.19320 -4.97764 -3.72562
H -0.16192 -3.74521 -5.11055
H -1.54191 -4.00345 -4.04459
H -1.20158 -1.64842 -4.25608
H -0.69833 -2.10262 -2.63484
H 1.38046 -2.21428 -4.73948
H 1.57529 -1.70146 -3.08292
H 1.49336 -0.05299 -5.34796
H -0.09250 0.16176 -4.64675
H 2.34383 0.34481 -2.85285
H 2.06238 1.64406 -3.97568
H -0.22602 0.84145 -2.16381
H 0.10828 2.34453 -3.02307
H 0.95252 3.14169 -1.02506
H 2.31410 2.10666 -1.35592
H 0.85945 3.10370 1.22702
H 2.48567 2.59246 0.87913
H 1.90119 0.58474 2.57242
H 2.18374 2.19666 3.15322
H -0.31121 2.58897 3.24931
H 0.36696 1.38500 4.30771
H -0.27902 -0.15509 2.08771
H -1.04210 -0.13940 3.63565
H -2.48731 0.15958 1.51513
H -2.92672 1.01327 2.95553
H -1.19389 2.37518 0.84699
H -2.20998 3.06646 2.08585
H -3.81297 3.32288 0.57396
H -4.10725 1.63081 0.71301
H -3.42057 2.90256 -1.65818
H -1.90246 2.11576 -1.15907
H -3.35304 1.15662 -1.37012
H 4.29924 -1.72129 1.56610
H 2.60727 -1.97048 1.27445
H 2.92523 -2.95700 -0.85471
H 4.52120 -2.25833 -1.03698
H 4.94982 -4.46798 -0.64108
H 5.22254 -3.78136 0.95935
H 2.56791 -5.04391 0.10848
H 5.54229 -6.13127 1.84255
H 3.93703 -6.77051 3.62357
H 4.00084 -4.40244 2.74599
H 2.61443 -3.50422 4.29795
H 1.08040 -4.32551 4.69384
H 2.59603 -5.18562 4.77675
H 0.29818 -5.51349 0.88613
H -0.70297 -4.03196 0.95622
H 0.78801 -4.07897 0.02686
C 1.91562 -8.99305 -3.16629
C 0.69339 -8.71241 -2.32763
O 0.17073 -7.62252 -2.31550
C 0.15751 -9.85747 -1.50212
H 2.19804 -8.09296 -3.70632
H 2.74419 -9.29885 -2.52635
H 1.70296 -9.78892 -3.88243
H 0.91857 -10.19865 -0.79922
H -0.12500 -10.68717 -2.15214
H -0.71712 -9.52604 -0.94735
C -7.25030 3.89340 4.00414
C -6.33315 4.18016 2.83634
O -6.02281 3.31578 2.05288
C -5.81774 5.59271 2.70060
H -7.54400 2.84641 3.98656
H -6.73702 4.10457 4.94352
H -8.14388 4.51609 3.93932
H -5.25087 5.86385 3.59340
H -6.65204 6.28648 2.57838
H -5.16462 5.65864 1.83425
C -1.19511 6.61375 1.11274
C -2.19617 5.97343 0.18869
O -3.34369 5.78417 0.52301
C -1.69577 5.57998 -1.17737
H -1.67488 6.85065 2.06055
H -0.36245 5.93202 1.29680
H -0.82360 7.53245 0.65954
H -0.88498 4.85483 -1.08340
H -1.32770 6.46395 -1.70157
H -2.50601 5.13241 -1.74746
C -2.59358 10.44267 -1.29151
C -1.10970 10.26120 -1.08878
O -0.62628 9.16752 -0.90914
C -0.25700 11.50508 -1.11991
H -3.08846 9.47519 -1.24589
H -3.00082 11.08840 -0.51226
H -2.78502 10.89603 -2.26511
H -0.57131 12.19312 -0.33388
H -0.35497 12.00089 -2.08661
H 0.78434 11.23556 -0.96198

* LUMO energy: 0.0067 Eh
* charge: 0
* spin multiplicity: 1
* orbital gap: 8.51 eV
* SMILES string: CCCCCCCCN(CCCCCCCC)C(=S)SCCC[C@H]1C(=O)N[C@H](Br)[C@@H]1N(C)C(C)=O.CC(C)=O.CC(C)=O.CC(C)=O.CC(C)=O

=====

Record 2
A structure of composition C39H74ClFI2N8O9P3S2. Source: the OMol25 dataset; level of theory: wB97M-V/def2-TZVPD.

Cartesian coordinates (Å):
C 2.20171 -2.77189 1.31206
C 1.55867 -1.46370 0.90324
I 0.67962 -0.54534 2.59805
C 1.54237 -0.96984 -0.34770
I 2.49216 -2.33102 -1.70488
C 0.83441 0.31685 -0.85754
P 0.18949 -0.20479 -2.62572
O 1.26202 -0.34426 -3.84665
O -0.75692 -1.50661 -2.37929
O -0.40385 0.25593 -0.18013
C -1.36072 1.26416 -0.48241
S -2.70019 0.89792 0.71423
C -0.71175 2.62638 -0.15497
C -1.85880 3.64934 -0.22490
C -2.22877 4.16993 1.15556
N -3.38437 4.62307 1.36129
N 0.55328 2.89267 -0.98685
C 1.11762 4.18662 -0.41330
C 0.57989 5.56174 -0.83904
C -0.00423 6.40246 0.32141
F -1.20752 6.94135 -0.08213
C 0.08946 3.11970 -2.36927
C 1.08067 3.89400 -3.30560
C 1.20299 3.28474 -4.68788
O 0.46190 4.55369 -4.32278
C 1.55514 1.73219 -0.78261
C 2.27527 1.80119 0.58801
C 3.28964 2.85900 1.09791
C 4.37489 3.57172 0.26916
C 5.67692 3.79734 1.08853
S 5.98695 5.55214 1.28965
O 7.30295 5.74245 1.80596
O 4.96761 6.08633 2.14096
Cl 5.92500 6.34049 -0.59126
C 2.67530 1.77345 -1.86066
C 3.86427 0.81277 -1.88415
O 4.06399 0.26483 -2.93464
C 4.97432 0.58953 -0.88114
C 6.18888 1.21787 -1.18675
C 7.31107 1.05973 -0.38414
C 7.27538 0.24485 0.74452
C 6.08290 -0.39400 1.06038
C 4.96795 -0.22649 0.24069
H 1.67761 -3.59256 0.81870
H 2.09991 -2.95495 2.37899
H 3.26530 -2.79904 1.07742
H 0.99147 0.23762 -4.56400
H -0.50473 -2.24526 -2.95639
H -1.85385 1.23169 -1.45302
H -2.02774 0.29171 1.70712
H -0.47952 2.52747 0.90571
H -1.72389 4.54514 -0.83199
H -2.79817 3.24912 -0.61183
H -1.45974 4.17461 1.93992
H -3.40776 4.94015 2.33116
H 2.15940 4.19101 -0.71300
H 1.03701 4.12822 0.66586
H -0.17933 5.59953 -1.61776
H 1.38603 6.18167 -1.23408
H -0.08925 5.84255 1.25536
H 0.65422 7.24709 0.53034
H -0.13056 2.25204 -2.98383
H -0.74777 3.80258 -2.49103
H 1.98805 4.31840 -2.88524
H 0.35807 2.67740 -4.99657
H 1.84263 3.72660 -5.43934
H 2.74405 0.84693 0.79367
H 1.48340 1.83524 1.34006
H 2.72986 3.66678 1.57589
H 3.79134 2.42656 1.96655
H 4.67659 3.15669 -0.68371
H 4.02653 4.58560 0.04608
H 6.51917 3.36982 0.55169
H 5.60091 3.44126 2.11382
H 2.20046 1.65809 -2.83464
H 3.08495 2.78343 -1.94918
H 6.30017 1.84828 -2.06339
H 8.22282 1.57747 -0.65529
H 8.15236 0.09574 1.35959
H 5.98694 -1.05149 1.91412
H 4.06652 -0.76750 0.50330
O -6.50898 1.66717 1.89440
P -7.50972 1.71528 0.76802
N -7.15393 3.26504 0.11928
C -7.78792 4.53493 0.38334
C -5.85394 3.38716 -0.51093
N -8.93199 1.57253 1.73385
C -10.01884 2.52672 1.77316
C -8.76209 0.97508 3.05614
N -8.38271 1.25371 -0.61878
C -8.79060 2.08609 -1.73307
C -9.08700 -0.02734 -0.57053
H -7.98570 5.06265 -0.55967
H -7.16228 5.18470 1.00755
H -8.74974 4.44540 0.87771
H -5.81537 2.80096 -1.44408
H -5.06057 3.02887 0.15270
H -5.62093 4.41861 -0.77071
H -9.77859 3.39286 2.40256
H -10.91207 2.05636 2.19404
H -10.30799 2.86580 0.77721
H -8.37663 1.69536 3.78772
H -8.07906 0.13091 3.01898
H -9.72026 0.59461 3.41915
H -9.60186 2.76586 -1.45749
H -9.14577 1.46462 -2.55798
H -7.96747 2.66650 -2.14470
H -10.13037 0.10643 -0.27134
H -8.61427 -0.70603 0.13745
H -9.06572 -0.52405 -1.54356
O 2.79995 -6.23681 1.66435
P 3.14706 -7.57877 1.06295
N 2.19466 -7.51125 -0.36491
C 0.87210 -8.03571 -0.60838
C 2.61719 -6.52236 -1.33600
N 2.56253 -8.55562 2.35602
C 1.54537 -9.57867 2.24057
C 2.45649 -7.91048 3.66274
N 4.07377 -8.87610 0.47396
C 3.83906 -9.67416 -0.71402
C 5.03157 -9.48760 1.39619
H 0.84629 -8.56677 -1.56927
H 0.11423 -7.24219 -0.64206
H 0.54726 -8.75632 0.13490
H 3.57872 -6.80130 -1.79030
H 2.73558 -5.54144 -0.86368
H 1.89980 -6.41394 -2.14915
H 0.53600 -9.14903 2.21869
H 1.59450 -10.25084 3.10163
H 1.69360 -10.21273 1.36518
H 1.54571 -7.30587 3.75126
H 3.31117 -7.26668 3.85153
H 2.44615 -8.66626 4.45187
H 2.98794 -10.34911 -0.58775
H 4.71590 -10.28517 -0.93708
H 3.67998 -9.06625 -1.60198
H 4.59777 -10.35850 1.89505
H 5.34521 -8.77842 2.16029
H 5.93571 -9.80272 0.87060

* LUMO energy: -0.0902 Eh
* charge: +1
* spin multiplicity: 1
* orbital gap: 6.94 eV

=====

Record 3
A structure of composition C39H75AgN4O12. Source: the OMol25 dataset; level of theory: wB97M-V/def2-TZVPD.

Cartesian coordinates (Å):
Ag -2.36154 1.89082 -3.52191
N -1.05560 0.06951 -0.83819
O 0.09727 -0.09729 -1.20523
O -1.59889 -0.50307 0.14493
O -1.70690 0.89012 -1.49644
C -3.63712 2.28351 3.65168
C -2.38011 1.39488 3.78698
C -1.79796 1.74458 5.13345
C -0.62110 0.78036 5.55860
C -1.06375 -0.66228 5.55610
C -1.84430 -1.08386 4.26034
N -2.75583 0.01535 3.74271
O -3.30770 -0.33850 2.57252
C -0.87422 -1.46548 3.16612
C -2.76497 -2.33301 4.49307
C -1.31685 1.95005 2.75874
H -3.52283 3.31205 3.99394
H -4.41742 1.87484 4.29372
H -4.01107 2.25291 2.62829
H -1.51227 2.79606 5.16290
H -2.54714 1.67772 5.92236
H -0.26876 1.13769 6.52621
H 0.20244 0.97270 4.87093
H -1.74886 -0.74918 6.39942
H -0.19391 -1.26380 5.81999
H -1.40715 -1.91089 2.32606
H -0.18449 -0.71343 2.78298
H -0.15003 -2.20967 3.49753
H -2.29349 -2.97719 5.23527
H -3.69901 -2.06366 4.98615
H -3.00060 -2.92463 3.60845
H -1.71783 1.64758 1.79137
H -0.33917 1.46837 2.77404
H -1.15469 3.00207 2.99339
H -2.57873 -0.34812 1.94794
C 6.56613 4.17094 0.48988
C 5.92886 2.86848 0.02077
C 5.83792 2.00155 1.28704
C 4.94592 0.73907 1.08022
C 3.58058 1.21666 0.73123
C 3.43331 2.10640 -0.52334
N 4.53583 3.10458 -0.44909
O 4.46552 3.86505 -1.55605
C 3.58944 1.19823 -1.76178
C 2.10777 2.81030 -0.32297
C 6.81592 2.18376 -1.03038
H 6.52597 4.95971 -0.26134
H 7.65046 4.17883 0.60060
H 6.06991 4.64213 1.33832
H 6.85608 1.69943 1.53231
H 5.51647 2.52712 2.18622
H 5.01542 0.20943 2.03035
H 5.32979 0.00438 0.37242
H 3.17695 1.68649 1.62813
H 3.03736 0.27253 0.69079
H 4.63349 1.00357 -2.00705
H 3.09419 0.23041 -1.68338
H 3.09565 1.66182 -2.61580
H 1.33827 2.11256 0.00736
H 2.13247 3.65872 0.36090
H 1.67464 3.14514 -1.26551
H 6.72345 2.69956 -1.98615
H 6.69165 1.10372 -1.10895
H 7.86688 2.32138 -0.77615
H 4.04179 4.69505 -1.32549
C 1.18135 -5.39087 0.32890
C 1.04159 -4.36441 -0.77366
C 1.75390 -4.86052 -2.06697
C 0.91803 -5.80000 -2.93696
C -0.46807 -5.18990 -3.38485
C -1.20047 -4.60807 -2.14202
N -0.33914 -3.93785 -1.14993
O -1.00215 -3.28409 -0.11922
C -2.17837 -3.59763 -2.69129
C -1.90991 -5.82438 -1.44740
C 1.85546 -3.05663 -0.28871
H 0.55734 -4.97584 1.12039
H 2.16533 -5.44877 0.79425
H 0.86212 -6.38356 0.01147
H 2.00064 -3.91976 -2.55908
H 2.66506 -5.38417 -1.77770
H 0.72368 -6.78376 -2.50971
H 1.49699 -6.11572 -3.80485
H -0.97802 -6.04379 -3.83086
H -0.35266 -4.47137 -4.19632
H -1.47974 -2.87408 -3.11141
H -2.79671 -4.01951 -3.48361
H -2.67633 -2.94427 -1.97487
H -1.16546 -6.50705 -1.03771
H -2.41833 -5.36997 -0.59703
H -2.58071 -6.39754 -2.08741
H 2.80352 -3.34485 0.16538
H 1.26206 -2.58215 0.49286
H 1.91940 -2.25617 -1.02577
H -0.68562 -2.39100 -0.27349
O -2.01511 3.86984 -2.42303
C -1.86190 4.46732 -1.37102
O -1.35548 5.64603 -1.31409
C -1.42145 6.25008 -0.00684
C -1.45389 5.05023 0.86932
C -2.23017 4.08112 0.06236
H -2.38555 6.74007 0.12929
H -0.69425 6.96741 0.37356
H -1.86606 5.31767 1.84230
H -0.42731 4.71729 1.02222
H -3.28233 4.17787 0.33011
H -2.05075 3.02335 0.25477
O -1.18243 0.14913 -4.58798
C -0.21085 -0.49430 -4.97351
O -0.28355 -1.17933 -6.14656
C 0.80960 -1.93378 -6.40570
C 1.82947 -1.20528 -5.53773
C 1.06755 -0.71215 -4.29625
H 1.05280 -1.81671 -7.46175
H 0.71448 -2.96806 -6.07509
H 2.30136 -0.30768 -5.93741
H 2.65315 -1.90122 -5.37856
H 1.39591 0.24560 -3.89251
H 0.78590 -1.36455 -3.46972
O -4.28624 2.14406 -1.97367
C -5.11937 1.62973 -1.16159
O -6.18763 2.33816 -0.76859
C -6.90621 1.59679 0.25520
C -5.85451 0.68891 0.81592
C -5.02485 0.30180 -0.33954
H -7.85608 1.21925 -0.12335
H -7.20943 2.24032 1.08106
H -6.36934 -0.16206 1.26190
H -5.31776 1.06555 1.68663
H -5.48829 -0.48119 -0.93975
H -3.98779 0.13268 -0.04971

* LUMO energy (alpha / beta): -0.0671 / -0.2235 Eh
* ⟨S²⟩: 0.75
* charge: +1
* spin multiplicity: 2
* orbital gap (alpha / beta): 7.80 / 3.55 eV

=====

Number 1: F_max 2.98 eV Å⁻¹. Number 2: F_max 6.07 eV Å⁻¹. Number 3: F_max 4.52 eV Å⁻¹.